Record 1
34
Properties=species:S:1:pos:R:3:nbo_charge:R:1 method="wB97M-V/def2-TZVPD" homo_energy_ev="-8.82 / -8.84" orbital_gap_ev="5.75 / 6.14" multiplicity=4 s2=3.752
Ti -2.2668 0.2231 -5.2314 0.9628
F -0.8974 0.1440 -1.7392 -0.9598
C 3.8273 -1.7896 -3.1134 0.7373
O 4.8877 -2.3648 -3.1103 -0.6906
N 3.8054 -0.5876 -3.6716 -0.8401
N 2.8661 -2.1803 -2.3685 -0.8102
H 3.1189 0.0931 -3.3791 0.3790
H 4.6207 -0.2276 -4.1468 0.4102
H 2.0822 -1.5534 -2.2567 0.3977
H 2.9322 -3.0269 -1.8217 0.4157
C -2.3575 -5.2325 1.4503 0.7375
O -2.2324 -6.3879 1.7589 -0.6740
N -1.6358 -4.5940 0.5786 -0.8302
N -3.0897 -4.4211 2.0893 -0.8153
H -1.7809 -3.6394 0.2821 0.3886
H -0.8244 -5.0419 0.1773 0.3990
H -3.6501 -4.9439 2.7470 0.4021
H -3.3113 -3.4619 1.8637 0.3915
C -3.2170 1.5935 2.8514 0.7330
O -3.5123 2.0344 3.8756 -0.6532
N -2.0494 1.1113 2.5470 -0.8394
N -3.9149 1.5999 1.7980 -0.8196
H -1.8471 0.8060 1.6057 0.3948
H -1.3883 1.0355 3.3068 0.4014
H -4.7966 2.0884 1.7335 0.4012
H -3.5575 0.9800 1.0852 0.3811
C 2.7684 4.4191 -0.0479 0.7519
O 3.5801 3.5430 -0.1787 -0.6469
N 2.7643 5.4706 0.7465 -0.8361
N 1.5372 4.3549 -0.4658 -0.8442
H 1.8156 5.7268 0.9799 0.3805
H 3.5620 5.6809 1.3292 0.4010
H 1.3143 3.4591 -0.8756 0.4097
H 0.8473 5.0896 -0.3992 0.3832

---

Record 2
34
Properties=species:S:1:pos:R:3:nbo_charge:R:1 method="wB97M-V/def2-TZVPD" homo_energy_ev="-8.56 / -9.58" orbital_gap_ev="6.87 / 7.64" multiplicity=4 s2=3.752
Ti -0.0338 20.1933 -8.9411 0.8774
F -1.5365 18.9420 -9.0234 -0.6671
C -3.2109 18.6821 -11.2262 0.7356
O -3.8821 18.4036 -12.1284 -0.6471
N -2.2833 19.5517 -11.2095 -0.8335
N -3.3247 18.0975 -10.1067 -0.8000
H -2.1046 20.0047 -12.0944 0.3979
H -1.4826 19.6009 -10.5958 0.3427
H -2.8446 18.5249 -9.3276 0.3140
H -3.8286 17.2223 -10.0907 0.4137
C -2.9240 17.3198 -6.7985 0.7521
O -3.5876 16.8724 -5.9390 -0.6468
N -3.3825 17.8448 -7.8404 -0.7642
N -1.6304 17.4577 -6.6760 -0.8587
H -2.8490 18.4722 -8.4251 0.3542
H -4.3874 17.8942 -7.9284 0.4222
H -1.1721 17.4475 -7.5760 0.3636
H -1.1412 17.1908 -5.8336 0.4106
C -3.7724 20.9974 -8.0491 0.7613
O -4.4267 21.9724 -7.7160 -0.6567
N -2.5548 21.0814 -8.5613 -0.8739
N -4.2831 19.8084 -8.2199 -0.8164
H -2.2593 22.0422 -8.6593 0.4001
H -1.9004 20.3620 -8.8339 0.3303
H -3.6368 19.0323 -8.2144 0.3288
H -5.2516 19.6690 -7.9695 0.4006
C 0.3212 16.8337 -9.4255 0.7633
O 1.2772 16.1442 -9.6902 -0.6269
N 0.2192 17.6379 -8.3243 -0.9223
N -0.7627 17.0142 -10.1731 -0.8592
H -0.5933 18.2374 -8.3492 0.3692
H 0.9460 17.7915 -7.6401 0.4218
H -1.2647 17.8342 -9.8640 0.3938
H -0.8669 16.7119 -11.1312 0.4197

---

Record 3
24
Properties=species:S:1:pos:R:3:nbo_charge:R:1 method="wB97M-V/def2-TZVPD" homo_energy_ev="-13.95 / -13.95" orbital_gap_ev="4.76 / 4.79" total_charge=+1 multiplicity=2 s2=0.758
C 0.5995 -0.6084 -1.9569 -0.5144
N 0.7847 0.7814 -1.6897 -0.0916
C 1.5157 0.7155 0.5890 -0.6564
C 0.5070 1.3687 -0.3712 -0.0872
C -0.9855 1.2170 0.0454 -0.2448
N -1.0273 1.5644 1.4722 -0.7656
H 0.9319 -1.3130 -1.1935 0.3049
H 1.0085 -0.7638 -2.9531 0.2598
H -0.4651 -0.8674 -2.0322 0.2795
H 0.3382 1.3436 -2.4177 0.4023
H 1.5370 1.2197 1.5483 0.2598
H 1.1114 -0.2555 0.8830 0.2426
H 2.4846 0.5085 0.1579 0.2447
H 0.7741 2.4140 -0.5229 0.2424
H -1.3096 0.1887 -0.1173 0.2026
H -1.5714 1.9320 -0.5247 0.2192
H -0.6265 0.7555 1.9443 0.3785
H -1.9949 1.5336 1.7560 0.3646
H 0.2225 -2.4808 0.9092 0.4877
H 1.2482 -3.7005 0.6584 0.4948
O 1.0039 -2.8011 0.4298 -0.9594
H -1.9168 -1.2588 1.2725 0.4211
H -3.1782 0.0524 0.7325 0.2081
O -0.9918 -1.5456 1.3806 -0.6929

---

Record 4
23
Properties=species:S:1:pos:R:3:nbo_charge:R:1 method="wB97M-V/def2-TZVPD" homo_energy_ev=-13.36 orbital_gap_ev=10.31 total_charge=+1
C 1.9012 -0.4293 2.8661 -0.6304
C 1.2608 0.0075 1.5622 -0.2188
N -0.2128 -0.2738 1.5446 -0.7227
H 2.9699 -0.2316 2.8079 0.2526
H 1.4904 0.1433 3.7027 0.2243
H 1.7619 -1.4996 3.0275 0.2220
H 1.3670 1.0802 1.4183 0.2172
H 1.6838 -0.4976 0.6971 0.2156
H -0.3952 -1.2545 1.7629 0.4180
H -0.6633 -0.0367 0.5545 0.4561
H -0.6820 0.2787 2.2604 0.4193
C -1.8053 -1.0124 -1.3472 -0.4347
N -1.3337 0.3063 -0.8608 -0.6559
C -0.5642 1.0409 -1.8986 -0.0592
N 0.7807 0.6028 -2.1017 -0.8186
H -2.5349 -1.4073 -0.6507 0.2137
H -2.2704 -0.9307 -2.3286 0.2132
H -0.9622 -1.6985 -1.3918 0.1969
H -2.1465 0.8754 -0.6456 0.3826
H -0.5423 2.0868 -1.6028 0.2011
H -1.1071 0.9723 -2.8421 0.1855
H 1.4013 0.8856 -1.3566 0.3566
H 0.8874 -0.3906 -2.2605 0.3657

---

Record 5
24
Properties=species:S:1:pos:R:3:nbo_charge:R:1 method="wB97M-V/def2-TZVPD" homo_energy_ev=-13.26 orbital_gap_ev=10.31 total_charge=+1
C -0.7971 0.2850 2.0719 -0.0656
O -1.7702 0.3762 3.0873 -0.7015
C 0.0327 1.5481 2.1908 -0.2392
N 1.1559 1.5803 1.1926 -0.8262
H -0.1762 -0.6115 2.2018 0.1670
H -1.2661 0.2331 1.0801 0.1374
H -2.4689 -0.2645 2.9228 0.4849
H -0.6100 2.4046 1.9938 0.2106
H 0.4237 1.6302 3.2029 0.2153
H 1.8717 0.9451 1.5239 0.3886
H 1.5491 2.5123 1.2202 0.4010
N 0.3412 0.7456 -1.2519 -0.7350
C 0.4712 -0.7473 -1.3835 -0.2255
C 0.1855 -1.1965 -2.8129 -0.2327
N 0.2571 -2.6436 -2.8489 -0.8187
H 0.8480 1.1717 -2.0120 0.4200
H -0.6454 0.9711 -1.3599 0.4131
H 0.5934 1.1097 -0.1776 0.4546
H 1.4851 -1.0234 -1.1029 0.2131
H -0.2688 -1.2017 -0.7314 0.2248
H -0.7942 -0.8338 -3.1304 0.1993
H 0.8723 -0.6619 -3.4938 0.1678
H -0.1487 -3.0126 -3.7040 0.3826
H 1.2278 -2.9212 -2.8693 0.3641

---

Record 6
24
Properties=species:S:1:pos:R:3:nbo_charge:R:1 method="wB97M-V/def2-TZVPD" homo_energy_ev=-13.73 orbital_gap_ev=10.62 total_charge=+1
N -1.6238 -0.5723 -0.7000 -0.7370
C -0.2875 -0.7809 -0.0464 -0.0477
C 0.4378 0.6337 0.1154 -0.4378
C -0.3752 1.9089 0.4792 -0.2340
N -1.6030 1.4552 1.2504 -0.8973
C 0.5956 -1.8634 -0.6274 -0.2519
N -0.3242 -3.0262 -0.9227 -0.8954
H -1.8522 -1.4904 -1.1760 0.4637
H -2.3505 -0.4697 0.1061 0.4835
H -1.8066 0.2085 -1.3741 0.4478
H -0.5272 -1.0502 1.0841 0.2211
H 1.0155 0.9360 -0.7513 0.2066
H 1.1565 0.3655 0.9933 0.2404
H -0.7105 2.3242 -0.5483 0.1910
H 0.2617 2.6320 1.0883 0.2401
H -2.1044 2.3253 1.5431 0.3899
H -1.3716 0.9615 2.1013 0.3670
H 1.0804 -1.4421 -1.6131 0.2108
H 1.4829 -2.0440 -0.0195 0.2358
H -0.4528 -3.7463 -0.2083 0.4011
H -0.0842 -3.4016 -1.8540 0.3985
H 2.5128 2.0395 -0.0775 0.4507
H 3.8513 1.7462 0.5439 0.4762
O 3.0793 2.3508 0.6135 -0.9233

---

Record 7
24
Properties=species:S:1:pos:R:3:nbo_charge:R:1 method="wB97M-V/def2-TZVPD" homo_energy_ev="-17.64 / -17.63" orbital_gap_ev="10.51 / 5.09" total_charge=+2 multiplicity=2 s2=0.755
N -1.7462 -0.7744 -0.1140 -0.6729
C -0.2646 -0.8043 0.1670 -0.0531
C 0.2553 0.6325 -0.1986 -0.4475
C -0.3202 1.9184 0.4794 -0.3078
N -1.2807 1.7039 1.4868 -0.3574
C 0.5476 -1.8056 -0.6582 -0.2599
N -0.5039 -2.7299 -1.2100 -0.8900
H -2.2667 -1.5625 0.2283 0.4673
H -2.1710 0.0553 0.2598 0.4147
H -1.7696 -0.8237 -1.1508 0.4717
H -0.1412 -1.0047 1.2680 0.2271
H -0.0073 0.8265 -1.2434 0.2550
H 1.3868 0.5334 -0.1326 0.3017
H -0.7407 2.6631 -0.2179 0.2791
H 0.5356 2.5685 0.9224 0.3810
H -1.9652 2.4159 1.5794 0.4404
H -0.9873 1.1560 2.2793 0.4287
H 1.0806 -1.2407 -1.4847 0.2259
H 1.4146 -2.1825 -0.1199 0.2510
H -0.4365 -3.6520 -0.7722 0.4068
H -0.4465 -2.8666 -2.2068 0.4069
H 3.2110 2.2162 0.7325 0.5023
H 3.1387 0.7382 0.1183 0.4788
O 2.9523 1.6622 -0.0003 -0.9497

---

Record 8
24
Properties=species:S:1:pos:R:3:nbo_charge:R:1 method="wB97M-V/def2-TZVPD" homo_energy_ev=-17.29 orbital_gap_ev=10.25 total_charge=+2
C 0.8634 -1.4023 -0.7404 -0.7100
C 0.3780 -0.4138 1.5645 -0.7024
C 2.2041 1.0181 -1.3503 -0.4487
C 0.8630 -0.2131 0.1888 0.4216
N -2.3017 -0.5447 0.4940 -0.6591
N 1.5083 0.8598 -0.1282 -0.0908
N -3.4293 -0.2152 -0.3647 -0.5452
N 1.4758 1.9255 0.7274 -0.6179
H 1.8196 -1.5166 -1.3588 0.2860
H 0.7102 -2.2507 -0.0537 0.2588
H 0.1934 -1.3249 -1.5398 0.2502
H -0.2763 0.5267 1.7128 0.2791
H 1.1404 -0.6242 2.3263 0.2950
H -0.3229 -1.3885 1.5989 0.2256
H 3.2653 0.7626 -1.1595 0.2607
H 1.7772 0.4385 -2.1252 0.2364
H 2.2840 2.0563 -1.6988 0.2587
H -2.6689 -0.6821 1.5067 0.4285
H -4.1154 0.4781 -0.0483 0.4559
H -3.0418 0.2616 -1.2094 0.4660
H -4.0947 -1.0040 -0.3852 0.4526
H 1.8871 1.8287 1.6391 0.4048
H -1.8370 -1.3387 0.0318 0.3987
H 1.7182 2.7631 0.3719 0.3957

---

Record 9
41
Properties=species:S:1:pos:R:3:nbo_charge:R:1 method="wB97M-V/def2-TZVPD" homo_energy_ev="-6.08 / -6.08" orbital_gap_ev="7.28 / 8.13" total_charge=-1 multiplicity=3 s2=2.009
V 0.1630 -0.1329 -0.0150 1.6508
N 2.8347 1.8732 -0.7421 0.7284
O 2.1562 0.8209 -0.5971 -0.5502
O 2.5060 2.6775 -1.6664 -0.5741
O 3.7636 2.1294 0.0316 -0.4217
N 1.6030 0.9922 2.8287 0.7281
O 2.7689 0.5534 2.8363 -0.4096
O 1.2122 1.7337 3.7393 -0.4811
O 0.7996 0.6777 1.8780 -0.5905
N -3.1620 0.5477 0.0097 0.7322
O -4.0642 -0.3075 -0.1407 -0.4800
O -1.9493 0.1530 -0.0811 -0.5934
O -3.4484 1.7313 0.2269 -0.4510
N 2.6472 -2.3340 0.4847 0.7412
O 3.4574 -1.9306 1.2981 -0.3827
O 2.7673 -3.3773 -0.1507 -0.4902
O 1.5966 -1.6186 0.2772 -0.6022
C -1.8019 -2.3572 -1.8105 -0.2677
O -0.5725 -2.1272 -1.1247 -0.7085
H -2.6473 -2.6059 -1.1670 0.1944
H -2.1205 -1.4602 -2.3421 0.2003
H -1.7513 -3.1129 -2.5994 0.1686
H -0.2513 -3.0236 -0.9726 0.5048
C -1.5384 -1.0117 2.6707 -0.2447
O -0.7420 -1.5115 1.5895 -0.7092
H -0.9215 -0.9186 3.5686 0.1914
H -1.8898 0.0110 2.5584 0.2102
H -2.3250 -1.7423 2.8465 0.1747
H -0.8168 -2.4598 1.4924 0.4968
C 0.8170 -0.2900 -3.1053 -0.2618
O 0.0981 0.4510 -2.1529 -0.7080
H 1.8458 -0.5165 -2.8198 0.2174
H 0.3316 -1.2039 -3.4498 0.1778
H 1.0129 0.2306 -4.0495 0.1860
H -0.1324 1.3158 -2.4944 0.5141
C -0.5155 3.1029 0.8552 -0.2352
O -0.0818 2.1795 -0.1335 -0.7192
H -1.2800 2.6788 1.4989 0.2071
H 0.3075 3.4833 1.4659 0.1901
H -0.9014 3.9823 0.3304 0.1648
H 0.2247 2.7171 -0.8722 0.5018